DFT (ωB97M-V with the def2-TZVPD basis set) results for a molecular structure, C13H18BrF16GaNO2.

Structure (XYZ):
```
52
Properties=species:S:1:pos:R:3:forces:R:3:lowdin_charge:R:1
C 4.194834 3.391309 0.349167 -0.13 -0.13 0.10 -0.119
C 3.031522 3.845223 -0.555358 0.10 0.18 -0.02 -0.263
C 1.730666 4.127429 0.201950 0.19 0.06 0.15 -0.388
N 1.298476 3.025895 1.056988 -0.16 0.02 -0.44 -0.195
Ga -0.542702 2.498247 1.088394 0.19 -0.46 0.73 -0.050
Br -1.646746 2.991847 -1.042821 -0.10 0.01 -0.19 -0.105
H 4.693778 2.500620 -0.044045 0.06 0.14 -0.01 0.054
H 4.943038 4.178877 0.476246 -0.04 -0.08 -0.03 0.057
H 3.823734 3.126228 1.344059 0.02 0.05 -0.09 0.061
H 3.321662 4.772715 -1.065397 -0.05 -0.13 -0.08 0.091
H 2.843639 3.106744 -1.343935 -0.03 -0.02 0.16 0.097
H 0.967313 4.395862 -0.542494 0.06 0.03 0.06 0.051
H 1.902479 5.031715 0.813632 -0.09 -0.07 -0.02 0.097
H 1.861212 2.204434 0.862901 -0.05 0.05 -0.04 -0.008
H -0.562356 0.896433 1.229779 0.10 0.02 -0.17 -0.115
H -1.408472 3.180078 2.240096 -0.03 0.19 -0.20 -0.130
C -4.568916 -0.131209 -0.610099 0.34 0.47 -0.12 -0.048
C -5.941686 -0.668882 -1.024695 0.03 -0.09 0.05 -0.438
C -7.151214 -0.311945 -0.154382 0.03 0.06 -0.08 -0.306
F -7.024319 -0.804675 1.091907 0.00 -0.07 0.04 0.096
F -8.260619 -0.861865 -0.707352 -0.05 0.00 0.00 0.085
F -5.901755 -2.004057 -1.217553 0.01 -0.02 0.00 0.131
F -6.217127 -0.082048 -2.233272 -0.01 -0.02 0.00 0.091
O -3.730889 -0.996405 0.123240 -0.51 -0.66 0.04 0.047
C -3.747536 -1.052586 1.490894 0.23 0.44 -0.33 -0.555
C -4.047885 -2.472220 1.992596 0.09 0.00 -0.05 -0.282
F -5.218906 -2.921818 1.493303 -0.04 0.03 -0.01 0.093
F -4.145471 -2.452327 3.341680 0.01 -0.02 0.01 0.094
F -4.599084 -0.161879 2.030772 -0.08 -0.03 0.04 0.151
F -2.511055 -0.743246 1.907793 0.03 -0.10 0.34 0.126
H -4.040665 0.020053 -1.550711 0.03 0.06 0.05 0.148
H -4.656359 0.846167 -0.133339 -0.07 -0.03 0.01 0.148
H -7.281334 0.771748 -0.110715 0.02 0.00 0.04 0.172
H -3.242135 -3.145241 1.695351 -0.01 -0.02 0.00 0.172
C 2.553752 -3.006822 -1.211656 -0.23 -0.17 -0.37 -0.039
C 2.286308 -2.744711 0.274638 0.09 0.01 0.01 -0.439
C 1.868763 -1.327030 0.673790 -0.20 0.08 0.01 -0.318
F 2.840335 -0.446048 0.354008 0.05 0.01 0.00 0.090
F 1.683700 -1.295309 2.007299 0.05 -0.03 0.02 0.100
F 3.330117 -3.165212 1.018960 0.00 0.00 0.00 0.132
F 1.208670 -3.532094 0.587862 0.01 -0.02 0.00 0.091
O 3.903216 -2.982173 -1.644163 0.21 0.07 0.47 0.048
C 4.520945 -1.842708 -2.066345 -0.03 -0.09 -0.17 -0.550
C 5.725897 -1.477300 -1.182604 0.01 -0.05 -0.05 -0.291
F 5.357867 -1.330256 0.100735 0.00 0.02 0.00 0.106
F 6.244775 -0.308036 -1.621653 0.02 0.00 0.01 0.096
F 3.677336 -0.814236 -2.203662 -0.04 0.05 0.02 0.164
F 5.043593 -2.104566 -3.296777 -0.04 0.05 -0.04 0.126
H 2.250317 -4.041440 -1.363831 -0.01 0.02 -0.03 0.146
H 1.917331 -2.377716 -1.834883 0.04 0.09 0.09 0.150
H 0.939146 -1.045057 0.171688 -0.01 0.10 0.07 0.161
H 6.482809 -2.260505 -1.257987 0.00 -0.01 0.01 0.171
```
Positions in Å, forces in eV/Å.

Values from the calculation:
highest occupied orbital energy	-4.579	eV
M	673.89	g mol⁻¹
calculated total energy	-6808.155061	Ha
gap between HOMO and LUMO	0.2557	hartree
E_LUMO	2.378	eV
charge	-1

=====

DFT (ωB97M-V with the def2-TZVPD basis set) results for a molecular structure, C15H31BrMnP2.

Structure (XYZ):
```
50
Properties=species:S:1:pos:R:3:forces:R:3:lowdin_charge:R:1
P 0.320094 -1.599249 -1.271800 -2.95 -0.20 -0.82 0.987
P 1.087861 2.044510 -0.181230 -0.59 0.44 -1.07 0.762
C 0.275117 0.053187 -2.028194 -0.46 0.23 -0.37 -0.351
C 1.423718 1.000539 -1.709329 -0.08 0.55 0.00 -0.393
H -0.735699 0.484274 -1.813321 0.85 -0.33 0.02 0.074
H 0.262577 -0.163579 -3.108168 0.03 -0.12 0.11 0.095
H 2.369672 0.449262 -1.591599 -0.19 0.28 0.03 0.038
H 1.556553 1.698539 -2.542189 0.03 -0.16 -0.08 0.085
C -0.158466 3.191523 -0.954248 -0.36 0.13 -0.27 -0.282
H -0.463033 3.936422 -0.217279 0.03 -0.05 0.12 0.047
H -1.064367 2.707990 -1.313575 -0.08 -0.12 0.00 0.013
H 0.300777 3.733404 -1.785178 -0.06 -0.03 -0.08 0.031
C 2.392536 3.351099 -0.271760 -0.49 0.37 -0.49 -0.372
H 2.320678 3.863686 -1.247299 0.31 -0.37 0.30 0.055
H 3.398334 2.896810 -0.145070 0.29 1.03 -0.34 -0.029
H 2.176205 4.065018 0.545761 0.63 -0.36 -0.48 0.020
C -0.868267 -2.507895 -2.331237 0.47 -0.40 -0.40 -0.201
H -1.024844 -3.529206 -1.961394 0.13 0.22 0.01 0.058
H -0.503658 -2.570269 -3.363413 -0.14 0.01 0.10 0.053
H -1.846693 -2.007635 -2.319901 0.40 0.08 0.13 0.053
C 1.972645 -2.294483 -1.362158 0.34 -0.33 0.12 -0.172
H 2.718086 -1.497507 -1.310598 -0.13 -0.04 0.14 0.035
H 2.131032 -2.856530 -2.291021 -0.24 0.12 0.13 0.070
H 2.147120 -2.967134 -0.515783 -0.02 0.10 -0.10 0.067
Mn 2.915997 1.448376 0.948064 0.62 -0.10 2.54 0.081
C -1.982935 0.557581 0.473707 -0.44 1.10 -0.30 -0.095
C -2.920850 -0.122543 -0.263846 0.55 0.44 1.30 -0.124
C -3.845976 -1.062535 0.429320 0.65 -1.04 -0.15 -0.187
C -3.064704 -1.846772 1.499096 -1.20 0.05 0.81 -0.193
C -1.857882 -2.515712 0.991167 -0.98 -2.09 -0.43 -0.057
C -0.612512 -2.093626 0.575093 3.63 0.65 -0.38 -0.294
C 0.039368 -0.867890 1.247343 0.98 0.17 0.23 -0.247
C -0.940026 0.252530 1.556544 -0.99 0.27 1.21 -0.214
C 2.770795 0.766666 2.936518 0.30 -1.32 -0.64 -0.418
H -2.095017 1.650009 0.399728 1.17 -0.23 -1.39 0.103
H -3.138864 0.126623 -1.307036 -0.59 1.01 0.58 0.102
H -4.331165 -1.751457 -0.248161 -0.16 -0.33 -0.31 0.099
H -4.657503 -0.482467 0.910134 0.44 -0.16 -0.21 0.129
H -2.868440 -1.182342 2.340723 0.13 0.02 -0.10 0.106
H -3.734977 -2.623253 1.906677 0.29 0.24 -0.15 0.120
H -1.978147 -3.609455 0.981659 0.06 0.41 -0.31 0.120
H 0.079027 -2.972545 0.434346 -0.59 0.52 0.99 0.104
H 0.870558 -0.425359 0.612008 -0.65 -0.38 0.63 0.023
H 0.589495 -1.135770 2.168756 -0.51 -0.02 -0.26 0.113
H -1.398087 0.046750 2.543433 0.15 0.08 -0.33 0.113
H -0.335235 1.178062 1.708578 -0.53 -0.77 -0.12 0.066
H 3.827407 0.754175 3.271120 -0.77 -0.41 -0.02 -0.073
H 2.341169 -0.227375 2.904951 -0.22 -0.51 0.69 -0.086
H 2.220724 1.485730 3.552579 -0.10 -0.43 -0.30 -0.058
Br 3.919799 3.169825 2.517484 1.04 1.78 -0.30 0.026
```
Positions in Å, forces in eV/Å.

Values from the calculation:
highest occupied orbital energy (spin up / spin down)	-4.685 / -4.820	eV
spin multiplicity	6
M	408.20	g mol⁻¹
calculated total energy	-4997.470480	Ha
gap between HOMO and LUMO (spin up / spin down)	0.1636 / 0.0976	hartree
E_LUMO (spin up / spin down)	-0.233 / -2.164	eV
energy above the lowest of the compared OMol25 structures with the same formula, charge and spin	150.9	kcal per mole
charge	0